The following is a quantum chemistry calculation of C37H48N4PS5Zr as an isolated structure, from the Open Molecules 2025 dataset.

```
! RIJCOSX wB97M-V def2-TZVPD def2/J DEFGRID3
* xyz 1 1
Zr 0.53663 0.00293 -0.07164
S 2.64994 -1.44550 -0.19587
C 2.30815 -2.52116 1.17533
C 3.30228 -2.86810 2.08345
C 3.03486 -3.76280 3.10792
C 1.77736 -4.33157 3.23687
C 0.77273 -3.99858 2.33857
C 1.04052 -3.08779 1.33137
S -0.16435 -2.58871 0.11411
C -1.69845 -2.58848 1.06109
C -2.57600 -1.40183 0.77077
C -3.91301 -1.50709 1.14548
C -4.72421 -0.39507 1.07246
C -4.16863 0.79219 0.62468
C -2.84160 0.81197 0.23603
C -2.25824 2.09562 -0.27045
S -0.57938 2.44496 0.27267
C -0.66635 2.70805 2.02381
C -0.92127 4.01405 2.44032
C -0.95716 4.32689 3.78437
C -0.71764 3.31893 4.71300
C -0.44349 2.03054 4.30112
C -0.40595 1.68186 2.94471
S -0.02389 0.00946 2.55095
N -2.04825 -0.27538 0.28319
H 4.28818 -2.43582 1.97717
H 3.81968 -4.02312 3.80539
H 1.57593 -5.03872 4.02907
H -0.20331 -4.45641 2.42540
H -2.24782 -3.51017 0.86956
H -1.43990 -2.55265 2.12154
H -4.28712 -2.45045 1.51790
H -5.76093 -0.44413 1.37559
H -4.75388 1.69934 0.57270
H -2.16526 2.06095 -1.35734
H -2.89756 2.93976 -0.01453
H -1.08379 4.78376 1.69595
H -1.15715 5.33998 4.10382
H -0.73882 3.54332 5.77142
H -0.25014 1.25926 5.03511
N 4.97982 4.07954 4.13471
C 4.80044 4.37243 2.83833
S 5.47205 5.67250 2.10978
C 3.95180 3.39016 2.08448
C 3.28151 3.79452 0.93224
C 2.47224 2.89484 0.27054
N 2.30228 1.62692 0.67093
C 2.98747 1.22510 1.74916
C 3.80539 2.06732 2.48040
H 5.53545 4.70468 4.69396
H 4.45577 3.35856 4.60207
H 3.39185 4.80548 0.57164
H 1.93117 3.20802 -0.61206
H 2.86980 0.19065 2.03388
H 4.33743 1.64347 3.32217
C 0.97836 -2.53428 -3.49103
C 1.21756 -1.20945 -4.23730
C 2.69348 -0.86870 -3.98280
C 1.05917 -1.45872 -5.74402
P 0.08923 0.13497 -3.56210
N 0.05339 0.06594 -1.95682
C -1.63726 -0.10646 -4.24260
C -1.81129 0.34197 -5.69716
C -2.06840 -1.57929 -4.12066
C -2.63688 0.66841 -3.37165
C 0.68688 1.84301 -4.06511
C -0.44102 2.84720 -3.78059
C 1.06851 1.97699 -5.54573
C 1.89763 2.28128 -3.21997
H 1.62400 -3.28267 -3.95554
H -0.03777 -2.90487 -3.54245
H 1.27034 -2.44647 -2.45008
H 3.27359 -1.77608 -4.15855
H 2.87870 -0.56368 -2.95516
H 3.07342 -0.10856 -4.66218
H 1.83711 -2.16360 -6.04364
H 1.18467 -0.56153 -6.35058
H 0.10288 -1.91187 -5.99845
H -1.11388 -0.13423 -6.38370
H -1.72462 1.42348 -5.81189
H -2.81946 0.06644 -6.01349
H -1.53658 -2.24776 -4.79183
H -3.12650 -1.63095 -4.38380
H -1.96473 -1.94552 -3.09799
H -2.49429 1.74780 -3.39957
H -2.59250 0.31926 -2.34082
H -3.63865 0.46544 -3.75441
H -1.30872 2.70332 -4.42494
H -0.05713 3.84972 -3.97556
H -0.76082 2.81539 -2.73659
H 0.25620 1.72610 -6.22655
H 1.94009 1.37791 -5.80528
H 1.33402 3.02078 -5.72673
H 1.79451 1.98672 -2.17616
H 1.96249 3.37068 -3.25857
H 2.83914 1.89069 -3.58514
*
```

Output
- DFT total energy (Ha) = -4037.09714
- HOMO (eV) = -10.03
- orbital gap (eV) = 7.2
- energy above the lowest of the compared OMol25 structures with the same formula, charge and spin (kJ/mol) = 32.7
- M (g/mol) = 831.352
- LUMO energy (eV) = -2.8016